(1)
# C3H12N2O2

A 3-piece molecular cluster, C3H12N2O2 overall (ωB97M-V/def2-TZVPD, the Open Molecules 2025 dataset).

The SMILES is C/C(N)=C/N.O.O. Its spin multiplicity is 1. The LUMO energy comes out at 0.76 eV. The calculation puts the HOMO energy at -8.24 eV. The largest force on an atom comes out at 1.0 eV/A. The value obtained for the energy relative to the best compared isomer or geometry (same formula, charge and spin) is 31.65 kcal/mol.

Atoms and positions in Å:
C (-2.15901, -1.76642, -2.23550)
C (-1.22589, -1.06386, -1.27486)
N (-0.87584, -1.74659, -0.07344)
C (-0.87527, 0.19007, -1.51127)
N (-0.09529, 0.97311, -0.62563)
H (-2.22258, -2.84454, -2.05770)
H (-3.19793, -1.43291, -2.16642)
H (-1.85374, -1.61639, -3.27076)
H (0.03105, -2.20461, -0.19438)
H (-1.53384, -2.51887, 0.04120)
H (-1.07255, 0.61918, -2.48673)
H (0.85505, 0.68118, -0.44687)
H (-0.10704, 1.94508, -0.88114)
O (4.65395, 2.61447, 2.16292)
H (5.26745, 2.76737, 2.89183)
H (3.87008, 3.07094, 2.49200)
O (-0.54639, 0.30658, 2.45533)
H (-0.28580, 0.70686, 1.61238)
H (-0.52545, -0.63166, 2.22078)

(2)
# C3H12N2O2

A 3-piece molecular cluster, C3H12N2O2 overall (ωB97M-V/def2-TZVPD, the Open Molecules 2025 dataset).

The SMILES is [H]/N=C\NCC.O.O. Its spin multiplicity is 1. The LUMO energy comes out at 0.96 eV. The calculation puts the HOMO energy at -8.83 eV. The largest force on an atom comes out at 4.2 eV/A. The value obtained for the energy relative to the best compared isomer or geometry (same formula, charge and spin) is 49.85 kcal/mol.

Atoms and positions in Å:
H (0.55790, -1.87422, 0.03685)
N (-0.46790, -1.82174, -0.03794)
C (-0.97058, -0.87819, 0.71972)
N (-0.21846, 0.11075, 1.27695)
C (-0.35718, 1.61692, 1.04663)
C (0.29887, 2.62713, 2.05498)
H (-1.99703, -0.56503, 0.94809)
H (0.78777, -0.10186, 1.26046)
H (0.03856, 1.93417, 0.11588)
H (-1.46472, 1.81211, 1.21500)
H (0.36963, 2.15577, 3.06754)
H (1.36416, 2.93121, 1.81544)
H (-0.22625, 3.61844, 1.98814)
O (0.56334, -3.69455, -1.99489)
H (-0.23194, -3.42396, -1.53425)
H (0.62502, -4.60864, -1.96036)
O (0.32988, 0.23153, -2.97765)
H (1.06865, 0.43381, -3.56707)
H (-0.06971, -0.50366, -3.47352)

(3)
# C3H12N2O2

A 2-piece molecular cluster, C3H12N2O2 overall (ωB97M-V/def2-TZVPD, the Open Molecules 2025 dataset).

The SMILES is NCCNCO.O. Its spin multiplicity is 1. The LUMO energy comes out at 0.84 eV. The calculation puts the HOMO energy at -9.31 eV. The largest force on an atom comes out at 2.1 eV/A. The value obtained for the energy relative to the best compared isomer or geometry (same formula, charge and spin) is 39.61 kcal/mol.

Atoms and positions in Å:
N (-2.30532, 0.38153, 0.85753)
C (-1.51225, -0.33436, -0.14103)
C (-0.14630, 0.40324, -0.25297)
N (0.76054, -0.14208, 0.75778)
C (1.87078, 0.71870, 1.17043)
O (3.10453, 0.07503, 0.83115)
H (-2.90589, -0.25965, 1.35768)
H (-2.73751, 1.24111, 0.58023)
H (-1.92345, -0.34051, -1.15077)
H (-1.35530, -1.34326, 0.22998)
H (0.36624, 0.26750, -1.20644)
H (-0.38782, 1.47031, -0.17557)
H (0.22891, -0.47932, 1.55262)
H (1.97584, 1.63484, 0.59545)
H (1.83856, 0.81409, 2.25776)
H (3.10698, -0.79599, 1.22319)
O (-0.03137, -1.33940, -3.20364)
H (0.22545, -1.56358, -2.28024)
H (-0.17261, -0.40821, -3.00314)

(4)
# C3H12N2O3

A 3-piece molecular cluster, C3H12N2O3 overall (ωB97M-V/def2-TZVPD, the Open Molecules 2025 dataset).

Its spin multiplicity is 1. The LUMO energy comes out at -3.81 eV. The calculation puts the HOMO energy at -7.58 eV. The largest force on an atom comes out at 3.5 eV/A. The value obtained for the energy relative to the best compared isomer or geometry (same formula, charge and spin) is 157.79 kcal/mol.

Atoms and positions in Å:
C (2.62393, -0.73496, 0.14897)
C (1.82087, 0.18603, -0.66561)
C (0.38852, 0.37795, -0.48805)
N (-0.37345, 0.30242, -1.69714)
O (-0.13131, -0.61432, 0.41724)
N (3.00022, -0.15767, 1.47529)
H (1.95648, -1.58027, 0.30524)
H (3.59572, -0.93748, -0.26446)
H (0.17107, 1.31718, 0.05424)
H (2.33238, 0.84177, -1.37390)
H (-1.32951, 0.61481, -1.73163)
H (0.09705, -0.13188, -2.46563)
H (2.31699, 0.12990, 2.16430)
H (3.62111, 0.62976, 1.32803)
H (-0.75866, -0.02286, 0.85978)
H (-3.65796, -1.40382, -0.02836)
O (-3.52418, -0.60290, -0.52020)
H (-3.09142, 0.18985, -0.00514)
H (-3.09797, 1.58324, 1.45140)
O (-2.43532, 1.03522, 1.02934)

Which of these has the lowest HOMO energy?
number 3